No. 1
ORCA calculation (wB97M-V/def2-TZVPD) on a structure of composition C11H15NO5PtS at a distorted geometry.

The LUMO energy (spin up / spin down) is -9.43 / -9.82 eV. The HOMO energy (spin up / spin down) is -16.9 / -17.0 eV. As for the relative energy (zero: lowest compared OMol25 entry of this formula, charge and spin): 41.0 kcal/mol. As for the total energy: -37442.32740 eV. For the HOMO-LUMO gap (spin up / spin down), the calculation gives 7.44 / 7.13 eV.

ORCA input file:
```
! wB97M-V def2-TZVPD RIJCOSX def2/J DEFGRID3
* xyz 2 1
Pt -0.71 0.66 0.00
O -1.11 2.50 4.03
C -0.89 2.09 2.83
O -1.57 1.26 2.23
C 0.31 2.70 2.16
C 1.01 3.78 2.68
C 2.11 4.25 1.97
C 2.49 3.59 0.80
C 1.75 2.50 0.36
N 0.66 2.11 1.02
C 2.03 1.68 -0.88
O 3.15 1.79 -1.53
O 1.17 0.89 -1.27
H -1.86 2.07 4.48
H 0.70 4.24 3.61
H 2.66 5.12 2.30
H 3.35 3.95 0.25
H 3.83 2.40 -1.20
C -4.39 0.77 1.14
C -4.25 0.11 -0.21
S -2.59 -0.67 -0.33
O -2.51 -1.82 0.53
C -2.44 -1.11 -2.11
C -2.16 0.18 -2.86
H -5.41 1.09 1.31
H -3.74 1.65 1.20
H -4.11 0.07 1.92
H -4.32 0.82 -1.03
H -4.97 -0.70 -0.34
H -3.37 -1.59 -2.42
H -1.62 -1.82 -2.20
H -3.06 0.79 -2.97
H -1.79 -0.04 -3.86
H -1.39 0.77 -2.34
*
```

***

No. 2
ORCA calculation (wB97M-V/def2-TZVPD) on the ion C11H15O3Si with charge -1 at a distorted geometry.

The LUMO energy (spin up / spin down) is 3.21 / 2.83 eV. The HOMO energy (spin up / spin down) is -0.1 / -4.7 eV. As for the total energy: -25669.54485 eV. For the HOMO-LUMO gap (spin up / spin down), the calculation gives 3.29 / 7.54 eV.

ORCA input file:
```
! wB97M-V def2-TZVPD RIJCOSX def2/J DEFGRID3
* xyz -1 3
C -4.17 1.51 -0.21
C -2.81 1.81 -0.07
C -4.62 0.18 -0.05
C -1.91 0.82 -0.13
C -3.71 -0.82 0.21
C -2.29 -0.55 0.01
C 0.02 -1.59 0.05
C 3.01 0.22 1.87
C 3.56 -0.90 -1.24
C 2.56 1.92 -0.76
C -1.34 -1.62 0.17
O 0.83 -0.38 0.03
O 0.65 -2.69 0.22
O -1.86 -2.93 0.29
Si 2.43 0.07 0.04
H -4.80 2.39 -0.08
H -2.48 2.82 -0.20
H -5.70 -0.07 -0.11
H -0.88 1.00 -0.23
H -3.91 -1.83 0.54
H 2.16 0.68 2.36
H 3.32 -0.77 2.13
H 3.87 0.84 2.03
H 3.58 -0.50 -2.19
H 4.65 -1.04 -0.87
H 3.30 -2.01 -1.16
H 3.56 2.22 -0.95
H 1.92 2.05 -1.72
H 2.17 2.72 -0.11
H -1.12 -3.57 0.12
*
```

***

No. 3
ORCA calculation (wB97M-V/def2-TZVPD) on an isolated molecule of C11H16 at a distorted geometry.

The SMILES is CC1=C[C@H]2C(C)(C)[C@@]2(C)C=C1. The LUMO energy is 0.92 eV. The HOMO energy is -7.7 eV. As for the relative energy (zero: lowest compared OMol25 entry of this formula, charge and spin): 28.0 kcal/mol. As for the total energy: -11663.61343 eV. For the HOMO-LUMO gap, the calculation gives 8.60 eV.

ORCA input file:
```
! wB97M-V def2-TZVPD RIJCOSX def2/J DEFGRID3
* xyz 0 1
C 0.07 -0.16 3.67
C 0.04 -0.13 2.15
C -0.37 0.99 1.40
C -0.62 0.84 -0.05
C 0.48 0.65 -1.11
C 1.91 0.35 -0.72
C 0.33 1.38 -2.49
C -0.58 -0.54 -0.76
C -1.55 -0.85 -1.87
C -0.24 -1.62 0.17
C 0.07 -1.46 1.50
H 0.99 -0.71 3.91
H -0.74 -0.67 4.30
H 0.11 0.86 3.88
H -0.55 1.92 1.72
H -1.34 1.59 -0.43
H 2.20 0.54 0.30
H 2.62 0.98 -1.27
H 2.00 -0.73 -1.07
H 1.22 1.92 -2.80
H -0.51 2.05 -2.46
H -0.03 0.50 -3.12
H -2.33 -1.62 -1.53
H -1.07 -1.36 -2.75
H -2.02 0.10 -2.27
H -0.36 -2.52 -0.31
H 0.26 -2.29 2.04
*
```

***

No. 4
ORCA calculation (wB97M-V/def2-TZVPD) on a structure of composition C11H16AlF9O11S3 at a distorted geometry.

The LUMO energy is -7.12 eV. The HOMO energy is -9.9 eV. As for the relative energy (zero: lowest compared OMol25 entry of this formula, charge and spin): 45.4 kcal/mol. As for the total energy: -97740.60536 eV. For the HOMO-LUMO gap, the calculation gives 2.80 eV.

ORCA input file:
```
! wB97M-V def2-TZVPD RIJCOSX def2/J DEFGRID3
* xyz 0 1
Al -0.30 0.08 0.63
C 3.96 1.74 -1.34
F 3.63 2.19 -0.14
F 3.49 2.53 -2.29
F 5.28 1.68 -1.44
S 3.30 -0.02 -1.58
O 2.13 -0.06 -0.72
O 2.96 -0.08 -3.00
O 4.40 -0.87 -1.24
C -0.72 -3.03 -3.79
F -0.30 -3.23 -5.02
F -1.96 -2.53 -3.77
F -0.77 -4.18 -3.12
S 0.42 -1.82 -2.95
O 0.73 -0.86 -4.01
O -0.38 -1.17 -1.92
O 1.57 -2.53 -2.47
C -5.08 1.27 2.22
F -5.35 2.21 1.31
F -5.97 1.38 3.20
F -5.15 0.07 1.65
S -3.39 1.53 2.95
O -3.34 2.94 3.26
O -3.34 0.66 4.09
O -2.41 1.20 1.90
C -0.20 -5.04 -0.13
C 0.89 -4.89 0.93
C 1.05 -3.36 1.07
O -0.07 -2.75 0.44
C -1.01 -3.75 0.06
H -0.92 -5.83 0.10
H 0.20 -5.13 -1.13
H 1.83 -5.35 0.63
H 0.56 -5.41 1.84
H 1.95 -3.13 0.50
H 1.16 -3.09 2.12
H -1.60 -3.45 -0.80
H -1.67 -3.93 0.93
C -0.26 5.14 0.56
C 1.26 4.89 0.56
C 1.32 3.69 1.48
O 0.25 2.86 1.01
C -0.85 3.72 0.60
H -0.62 5.66 -0.33
H -0.53 5.68 1.46
H 1.73 5.75 1.05
H 1.62 4.64 -0.43
H 1.14 3.86 2.55
H 2.25 3.12 1.43
H -1.57 3.66 1.42
H -1.32 3.35 -0.32
*
```